Entry from the OMol25 dataset: a molecular structure, C37H41CaClNO6P2S3Se (wB97M-V/def2-TZVPD).

Output
HOMO energy	-0.2150	hartree
relative energy (zero: lowest compared OMol25 entry of this formula, charge and spin)	0.0	kJ/mol
LUMO	2.2	eV
F_max	0.19	eV/Å
orbital gap	8.0	eV
molecular weight	908.4	g mol⁻¹
charge	-1
energy	-200206.801	eV

The geometry in XYZ format:
```
93
C37H41CaClNO6P2S3Se, DFT wB97M-V/def2-TZVPD
Ca 0.89320 0.05605 1.09801
C -0.61546 4.51132 2.25114
C -1.56130 3.38730 1.85652
S -1.16300 1.72095 2.42032
C -0.71851 1.87707 4.15826
C 0.73431 2.22703 4.54079
S 2.04946 1.77547 3.37412
C 2.93125 3.34356 3.17940
C 2.14454 4.60171 2.82676
S 1.00338 4.46343 1.42614
H -0.45429 4.51193 3.32910
H -1.09274 5.45921 1.99502
H -1.60874 3.28656 0.76866
H -2.56376 3.64295 2.21007
H -0.94298 0.88739 4.54659
H -1.40052 2.59037 4.62983
H 0.95641 1.70984 5.47388
H 0.83033 3.29561 4.73011
H 3.65887 3.13017 2.39325
H 3.50523 3.54503 4.08892
H 2.86170 5.38810 2.58202
H 1.57512 4.96834 3.68099
Cl -1.75222 -1.45532 1.21231
C -2.03224 -2.97100 0.41214
C -1.83956 -4.11872 1.16314
C -2.09796 -5.34812 0.57818
C -2.54727 -5.40811 -0.73418
C -2.70757 -4.24528 -1.47391
C -2.43963 -2.99148 -0.92263
P -2.33071 -1.43995 -1.91424
C -3.17495 -1.95890 -3.46586
C -4.50021 -1.67437 -3.78430
C -5.03592 -2.06648 -5.00498
C -4.25830 -2.75279 -5.92423
C -2.93255 -3.03630 -5.62402
C -2.39624 -2.63072 -4.41252
C -3.59390 -0.36347 -1.14850
C -4.73172 -0.84407 -0.50410
C -5.64106 0.03529 0.06150
C -5.42119 1.40593 -0.01402
C -4.28515 1.88917 -0.64503
C -3.36618 1.00901 -1.20336
H -1.43665 -4.03133 2.16553
H -1.93520 -6.25373 1.14773
H -2.76244 -6.36458 -1.19416
H -3.04003 -4.31566 -2.50157
H -5.11786 -1.13551 -3.07894
H -6.06751 -1.83144 -5.23707
H -4.67881 -3.05626 -6.87491
H -2.31209 -3.56231 -6.33896
H -1.35482 -2.83880 -4.19398
H -4.89775 -1.91354 -0.43221
H -6.51706 -0.34750 0.57083
H -6.12926 2.09220 0.43440
H -4.09443 2.95441 -0.69174
H -2.44936 1.39133 -1.63831
O -0.09707 3.13472 -1.88308
C 0.42680 2.27673 -1.16798
O -0.14067 1.33211 -0.55392
C 1.95066 2.37805 -0.97096
C 2.66503 3.39405 -1.65224
C 3.99738 3.53114 -1.42305
C 4.64604 2.66274 -0.51077
C 6.01934 2.76421 -0.18758
C 6.58012 1.90863 0.71829
C 5.79557 0.90970 1.33502
C 4.46704 0.77951 1.03951
C 3.86617 1.66323 0.10904
N 2.52748 1.54341 -0.14008
H 2.10616 4.03765 -2.31546
H 4.57558 4.30431 -1.91756
H 6.61348 3.53382 -0.66727
H 7.63044 1.99422 0.96755
H 6.24721 0.23880 2.05457
H 3.86271 0.01023 1.51430
C 1.51326 -2.14306 -2.71512
P 1.71171 -2.08677 -0.88970
C 3.54035 -2.15180 -0.78233
C 1.29668 -3.80123 -0.41047
H 2.00194 -3.01697 -3.15470
H 1.94545 -1.23793 -3.14641
H 0.45300 -2.14773 -2.96605
H 3.94146 -2.97077 -1.38522
H 3.81008 -2.28426 0.26463
H 3.96451 -1.20948 -1.13544
H 1.97964 -4.51823 -0.87327
H 0.27351 -4.03401 -0.71045
H 1.35541 -3.87111 0.67881
O 2.36090 -1.52906 1.98360
Se 1.47797 -1.87945 3.37007
O 2.39100 -1.79310 4.69757
O 0.37326 -0.61951 3.31665
O 0.72564 -3.30383 3.16155
```